Arrangement a

# C4H14N3

A cluster of 2 separate species, C4H14N3 in total (wB97M-V/def2-TZVPD, the OMol25 dataset).

E_HOMO (alpha / beta) in eV: -3.61 / -8.89

Geometry as ORCA input:
```
! wB97M-V def2-TZVPD RIJCOSX def2/J DEFGRID3
* xyz 0 2
C -1.5427 0.4592 1.3597
C -0.5428 1.6009 -0.7742
N -1.5287 0.9961 -0.0821
N 0.7646 1.6307 -0.2873
N -0.7848 1.8630 -2.0543
H -2.2878 0.4236 -0.6230
H 0.7962 1.8625 0.6941
H 1.5023 2.2715 -0.8116
H -1.6306 1.6522 -2.4364
H -0.1931 2.6596 -2.4919
H -0.4638 0.1279 1.5836
H -2.0175 -0.5711 1.2193
H -1.9996 0.9105 2.2712
C 1.6516 -2.1885 -0.3820
C 0.8912 -1.8257 0.8753
H 1.7974 -3.1718 -0.6177
H 1.0078 -1.9038 -1.2962
H 2.6183 -1.7357 -0.1835
H 1.2065 -2.3704 1.8671
H -0.1955 -2.0488 1.0401
H 0.9510 -0.6418 1.1298
*
```

***

Arrangement b

# C4H14N3

A cluster of 2 separate species, C4H14N3 in total (wB97M-V/def2-TZVPD, the OMol25 dataset).

E_HOMO (alpha / beta) in eV: -3.39 / -8.80

Geometry as ORCA input:
```
! wB97M-V def2-TZVPD RIJCOSX def2/J DEFGRID3
* xyz 0 2
C 2.3923 2.0698 -0.7508
C 1.6476 -0.1711 0.1508
N 1.8875 1.1775 0.2858
N 1.6045 -0.7860 -1.0838
N 1.1560 -0.8903 1.2354
H 1.9466 1.6004 1.1908
H 1.4799 -0.2968 -1.9542
H 1.4724 -1.7738 -1.1759
H 1.2539 -0.5265 2.1610
H 0.6182 -1.7377 1.1530
H 3.4371 2.2743 -0.4794
H 1.9504 3.0263 -0.6047
H 2.2542 1.6701 -1.7237
C -2.8695 -0.9833 -0.5252
C -2.8675 -0.4130 0.8721
H -1.8897 -1.4132 -0.7143
H -3.5268 -1.8652 -0.5784
H -3.2909 -0.3601 -1.3005
H -3.8445 -0.0981 1.2627
H -2.3683 0.5557 0.9392
H -2.4434 -1.0590 1.6399
*
```

***

It is arrangement b that is the most stable of them.

***

Arrangement a

# C3H4LiO3

A structure of composition C3H4LiO3 (wB97M-V/def2-TZVPD, the OMol25 dataset).

E_HOMO in eV: -13.94

Geometry as ORCA input:
```
! wB97M-V def2-TZVPD RIJCOSX def2/J DEFGRID3
* xyz 1 1
C -0.0637 -0.5271 0.5079
C -1.2275 -0.4867 -0.2102
O 1.1225 -1.0640 0.0691
H -0.0478 -0.4019 1.5938
H -1.4280 -1.3687 -0.8283
H -2.2245 -0.0521 -0.2127
H 1.0113 -1.7321 -0.6165
O -1.0055 2.0148 -0.2813
C 0.1365 1.7740 -0.0670
O 1.2940 1.6445 -0.1922
Li 2.4326 0.1994 0.2375
*
```

***

Arrangement b

# C3H4LiO3

A structure of composition C3H4LiO3 (wB97M-V/def2-TZVPD, the OMol25 dataset).

E_HOMO in eV: -15.33

Geometry as ORCA input:
```
! wB97M-V def2-TZVPD RIJCOSX def2/J DEFGRID3
* xyz 1 1
C 0.0482 -0.3316 0.4075
C -1.2869 -0.2310 -0.2780
O 1.1349 -0.9628 -0.1871
H 0.0040 -0.5150 1.4896
H -2.1442 -0.6077 0.2860
H -1.4294 -0.4816 -1.3312
H 1.1144 -1.9190 -0.0822
O -1.1083 1.3771 -0.3226
C 0.1120 1.2778 0.1149
O 1.0929 1.9582 0.0390
Li 2.4626 0.4356 -0.1360
*
```

***

It is arrangement b that is the most stable of them.

***

Arrangement a

# C2H5N2S

The ion C2H5N2S with charge +1 (wB97M-V/def2-TZVPD, the OMol25 dataset).

E_HOMO (alpha / beta) in eV: -14.95 / -14.95

Geometry as ORCA input:
```
! wB97M-V def2-TZVPD RIJCOSX def2/J DEFGRID3
* xyz 1 1
C 0.9791 0.4017 0.0786
C -2.0127 -0.1691 -0.2697
N 1.7896 1.1998 -0.3309
N 1.0419 -0.8551 0.4433
S -1.0576 1.0237 0.2567
H -1.6474 -1.1503 -0.5482
H -3.0744 0.0055 -0.3798
H 1.6931 2.1303 -0.6890
H 1.9470 -1.3066 0.4103
H 0.3415 -1.2799 1.0288
*
```

***

Arrangement b

# C2H5N2S

A cluster of 2 separate species, C2H5N2S in total (wB97M-V/def2-TZVPD, the OMol25 dataset).

E_HOMO in eV: -14.21

Geometry as ORCA input:
```
! wB97M-V def2-TZVPD RIJCOSX def2/J DEFGRID3
* xyz 1 1
C -0.9158 -0.2402 0.1384
C 2.3122 -0.6954 0.5273
N -1.8715 0.4495 -0.5162
N 0.3398 0.0457 0.0696
S 3.2241 0.1091 -0.4463
H -1.1401 -1.0069 0.8718
H 1.7695 -1.1741 1.3196
H -2.7803 0.6882 -0.0213
H -1.5985 0.9836 -1.4403
H 0.6606 0.8404 -0.5026
*
```

***

Arrangement c

# C2H5N2S

The ion C2H5N2S with charge +1 (wB97M-V/def2-TZVPD, the OMol25 dataset).

SMILES string: [NH2+]=C=NCS
E_HOMO in eV: -13.59

Geometry as ORCA input:
```
! wB97M-V def2-TZVPD RIJCOSX def2/J DEFGRID3
* xyz 1 1
C -1.0491 0.3551 0.1443
C 1.3438 -0.3820 0.3944
N 0.0967 0.1638 0.1419
N -2.3005 0.6436 0.0614
S 2.9985 0.4275 -0.0054
H 1.4038 -0.3655 1.5450
H 1.3441 -1.2262 -0.2880
H 3.3657 0.0507 -1.3068
H -3.0285 0.5954 0.8783
H -2.8510 0.8540 -0.7792
*
```

***

It is arrangement a that is the most stable of them.

***

Arrangement a

# C3H7FSi

A cluster of 2 separate species, C3H7FSi in total (wB97M-V/def2-TZVPD, the OMol25 dataset).

E_HOMO in eV: -8.72

Geometry as ORCA input:
```
! wB97M-V def2-TZVPD RIJCOSX def2/J DEFGRID3
* xyz 0 1
C -0.5738 1.6885 -0.0763
C 0.4466 2.3316 0.4938
C -0.0222 -1.8828 0.2560
F -1.1519 -1.3418 0.9046
Si -0.3526 -2.0419 -1.5980
H -1.3014 1.0620 0.4827
H -0.7587 1.8487 -1.1188
H 0.7383 2.1942 1.5379
H 0.0662 -2.8088 0.9050
H 0.9477 -1.1786 0.2849
H 1.1347 2.9191 -0.1032
H 0.8270 -2.7901 -1.9686
*
```

***

Arrangement b

# C3H7FSi

A cluster of 3 separate species, C3H7FSi in total (wB97M-V/def2-TZVPD, the OMol25 dataset).

E_HOMO in eV: -8.62

Geometry as ORCA input:
```
! wB97M-V def2-TZVPD RIJCOSX def2/J DEFGRID3
* xyz 0 1
C 0.7434 -1.5188 0.2651
C -0.0355 -0.7244 1.0019
C -2.5515 -0.5264 0.0767
F -3.7167 0.0370 -0.5106
Si -1.0903 0.7674 0.3970
H 1.2688 -2.4398 0.5387
H 0.9532 -1.3149 -0.7377
H -0.0737 -0.8522 2.0545
H -2.1446 -1.2599 -0.5867
H -2.9668 -0.9095 0.9499
H 0.0513 3.5193 -1.4282
H -0.6628 2.9423 -1.5513
*
```

***

It is arrangement a that is the most stable of them.

***

Arrangement a

# CHO3PS2

The ion CHO3PS2 with charge -2 (wB97M-V/def2-TZVPD, the OMol25 dataset).

SMILES string: O=[P@@]([O-])(O)C(=S)[S-]
E_HOMO in eV: -0.01

Geometry as ORCA input:
```
! wB97M-V def2-TZVPD RIJCOSX def2/J DEFGRID3
* xyz -2 1
C -0.8211 1.6611 -0.6202
O 0.1148 -0.9176 -0.2408
O -0.7115 -0.0893 -2.7064
O -2.3249 -0.7924 -0.9244
P -0.9941 -0.1363 -1.2116
S -1.5791 2.8014 -1.5753
S 0.0746 1.9369 0.7407
H 0.4782 -0.3383 0.5495
*
```

***

Arrangement b

# CHO3PS2

A cluster of 2 separate species, CHO3PS2 in total (wB97M-V/def2-TZVPD, the OMol25 dataset).

E_HOMO (alpha / beta) in eV: -0.22 / -0.22

Geometry as ORCA input:
```
! wB97M-V def2-TZVPD RIJCOSX def2/J DEFGRID3
* xyz -2 1
C 1.0219 -0.3838 -0.5322
O -2.4696 -0.8308 -0.3850
O 0.8836 -0.2136 -1.7035
O 0.2213 0.4872 2.1183
P 0.0453 0.7328 0.7002
S 2.1831 -1.3314 0.2842
S -0.3175 2.6348 0.1991
H -1.5681 -1.0952 -0.6813
*
```

***

It is arrangement a that is the most stable of them.

***

Arrangement a

# C5H6

The molecule C5H6 (wB97M-V/def2-TZVPD, the OMol25 dataset).

E_HOMO in eV: -9.28

Geometry as ORCA input:
```
! wB97M-V def2-TZVPD RIJCOSX def2/J DEFGRID3
* xyz 0 1
C -0.3539 -1.6259 0.2156
C -1.4140 -1.3709 -0.4394
C -0.2290 -0.2095 -0.6324
C -0.4010 1.1764 -0.0668
C 0.7470 0.4081 0.4408
H 0.4464 -2.1001 0.7535
H 0.1760 -0.2366 -1.6433
H -0.1775 1.9819 -0.7566
H -1.2451 1.3439 0.5929
H 1.7482 0.5534 0.0590
H 0.7029 0.0794 1.4767
*
```

***

Arrangement b

# C5H6

The molecule C5H6 (wB97M-V/def2-TZVPD, the OMol25 dataset).

SMILES string: C1=CCC=C1
E_HOMO (alpha / beta) in eV: -7.89 / -7.80

Geometry as ORCA input:
```
! wB97M-V def2-TZVPD RIJCOSX def2/J DEFGRID3
* xyz 0 1
C -1.2374 -0.5634 -0.2819
C -0.1976 -1.1009 -0.8018
C 0.6584 0.2706 0.9178
C -0.6992 0.7557 0.5237
C 1.0125 -0.1225 -0.4694
H -2.3061 -0.8268 -0.5544
H -0.1455 -1.8105 -1.5188
H 1.1391 1.1363 1.3330
H 0.5416 -0.5609 1.5845
H -1.0764 1.7043 -0.0489
H 1.3336 0.6036 -1.3157
*
```

***

It is arrangement a that is the most stable of them.

***

Arrangement a

# C3H12N2S

A cluster of 2 separate species, C3H12N2S in total (wB97M-V/def2-TZVPD, the OMol25 dataset).

SMILES string: CSC.NCN
E_HOMO in eV: -8.42

Geometry as ORCA input:
```
! wB97M-V def2-TZVPD RIJCOSX def2/J DEFGRID3
* xyz 0 1
C -4.7664 3.1341 -0.0491
S -3.7062 3.0652 -1.5138
C -2.6549 1.6981 -1.0375
H -4.2028 3.4979 0.8052
H -5.1617 2.1380 0.1441
H -5.5924 3.8150 -0.2191
H -3.0381 0.7558 -1.4059
H -1.7264 1.8244 -1.5396
H -2.3483 1.5837 -0.0016
N 2.3874 -2.6366 0.5430
C 3.5932 -1.9626 0.1102
N 4.8220 -2.3754 0.7171
H 2.6075 -3.6335 0.5334
H 2.3710 -2.5072 1.5452
H 3.6634 -2.1051 -0.9640
H 3.4449 -0.9028 0.3013
H 5.3783 -3.1089 0.3201
H 4.9296 -2.2801 1.7109
*
```

***

Arrangement b

# C3H12N2S

A cluster of 2 separate species, C3H12N2S in total (wB97M-V/def2-TZVPD, the OMol25 dataset).

SMILES string: CCS.NCN
E_HOMO in eV: -8.94

Geometry as ORCA input:
```
! wB97M-V def2-TZVPD RIJCOSX def2/J DEFGRID3
* xyz 0 1
C 3.7517 1.5996 -0.3251
C 2.5738 2.2295 0.3980
S 2.0812 1.1937 1.8508
H 3.8906 0.5206 -0.3306
H 4.6650 1.9800 0.1410
H 3.7595 1.9365 -1.3650
H 2.7928 3.1859 0.8698
H 1.7162 2.3222 -0.2696
H 2.2961 -0.0166 1.3040
N -2.7594 -2.8646 -1.7563
C -3.9430 -2.0841 -1.4223
N -3.8649 -1.0837 -0.3592
H -2.4939 -3.4946 -1.0105
H -1.9256 -2.3139 -1.9375
H -4.4244 -1.7015 -2.3127
H -4.5531 -2.8855 -0.9676
H -3.1460 -1.3736 0.2703
H -3.7766 -0.1360 -0.6913
*
```

***

It is arrangement a that is the most stable of them.